1.
Molecular formula: C19H28N4O
Method: DFT, wB97M-V/def2-TZVPD

Geometry (Å):
C1 2.20310 -0.64122 3.79189
H1 2.76456 -0.61199 4.72315
H2 2.06662 -1.68301 3.51599
H3 1.22778 -0.19798 3.97492
C2 2.96517 0.12504 2.70819
C3 3.28112 1.53231 3.23482
H4 2.39881 2.01257 3.64869
H5 3.68803 2.16032 2.44512
H6 4.02126 1.46942 4.02935
C4 4.30825 -0.57445 2.45833
H7 4.86627 -0.06657 1.67474
H8 4.90753 -0.55959 3.36579
H9 4.17742 -1.61362 2.17097
C5 2.16581 0.21309 1.37570
C6 1.74828 -1.16424 0.84808
H10 2.60820 -1.83212 0.87858
H11 0.97520 -1.58982 1.48969
C7 1.22891 -1.14961 -0.59565
C8 -0.26375 -0.88934 -0.67012
O1 -1.02445 -1.76106 -1.04542
N1 -0.67841 0.33003 -0.24565
C9 0.26486 1.36985 0.11538
H12 -0.28686 2.31121 0.15836
C10 0.94294 1.13223 1.46977
H13 1.24954 2.10471 1.85177
H14 0.20687 0.71285 2.15706
H15 1.02605 1.48001 -0.66328
C11 -2.08520 0.70927 -0.23278
H16 -2.19533 1.47459 0.54802
C12 -3.00829 -0.45260 0.17857
N2 -4.26568 0.04680 0.64398
N3 -5.19973 0.40059 0.00560
N4 -6.18367 0.78207 -0.38559
H17 -3.13499 -1.15704 -0.64714
H18 -2.55926 -0.98472 1.01988
C13 -2.50278 1.34743 -1.57931
C14 -2.29377 0.41984 -2.74073
C15 -3.31524 -0.40802 -3.18701
C16 -3.09683 -1.29904 -4.22208
C17 -1.85452 -1.37078 -4.82653
C18 -0.83608 -0.53555 -4.40236
C19 -1.05681 0.35581 -3.36924
H19 -0.25952 1.01182 -3.04664
H20 0.13406 -0.58053 -4.87607
H21 -1.68113 -2.07275 -5.62866
H22 -3.89894 -1.94156 -4.55444
H23 -4.29361 -0.35050 -2.72945
H24 -3.55147 1.64423 -1.51466
H25 -1.90700 2.25268 -1.72274
H26 1.37165 -2.13721 -1.03782
H27 1.78541 -0.43146 -1.19962
H28 2.84963 0.65758 0.64061

As for the energy above the lowest of the compared OMol25 structures with the same formula, charge and spin: 57.18 kcal per mole. The lowest unoccupied orbital energy is 0.02146 Ha. For the HOMO-LUMO gap, the calculation gives 9.4026 eV. As for the HOMO energy: -8.82 eV.

Here are the natural (NBO) charges for atoms 1 to 6, given in e: -0.616, 0.212, 0.209, 0.206, -0.035, -0.609



2.
Molecular formula: C21H25ClN2O4
Method: DFT, wB97M-V/def2-TZVPD

Geometry (Å):
C1 -5.85262 5.19987 -0.63815
O1 -5.43502 3.85559 -0.64807
C2 -4.97185 3.31509 0.50580
C3 -4.87348 3.98599 1.71317
C4 -4.38422 3.32466 2.83302
Cl1 -4.27580 4.18719 4.32634
C5 -3.98979 2.00650 2.76854
C6 -4.08678 1.32930 1.55947
C7 -4.57193 1.96101 0.42974
O2 -4.71888 1.38680 -0.80373
C8 -4.38869 0.03533 -0.96558
C9 -2.91808 -0.22743 -0.88727
C10 -1.83204 0.59626 -0.84892
C11 -0.72910 -0.29915 -0.80151
C12 0.68271 0.15012 -0.65210
O3 0.89609 1.20644 -0.07665
N1 1.66559 -0.60162 -1.18226
C13 1.53637 -1.88824 -1.82319
C14 2.17872 -2.96955 -0.95283
C15 3.64361 -2.62800 -0.67833
C16 4.30946 -3.65853 0.23272
C17 5.76667 -3.28487 0.48907
C18 5.86206 -1.89212 1.10506
C19 5.19402 -0.85877 0.20217
C20 3.73515 -1.23461 -0.04827
C21 3.04266 -0.21326 -0.95538
N2 -1.15358 -1.53859 -0.80350
O4 -2.50593 -1.50721 -0.85486
H1 -6.68927 5.35597 0.05034
H2 -6.17899 5.41141 -1.65497
H3 -5.03204 5.87424 -0.37370
H4 -5.17032 5.01742 1.80380
H5 -3.60670 1.50401 3.64123
H6 -3.76715 0.30079 1.52243
H7 -4.74742 -0.22468 -1.96852
H8 -4.91432 -0.60382 -0.24058
H9 -1.79522 1.66377 -0.84697
H10 0.48621 -2.11888 -1.98814
H11 2.05574 -1.83860 -2.78863
H12 2.10219 -3.93322 -1.45827
H13 1.62991 -3.03463 -0.01185
H14 4.18246 -2.61103 -1.63380
H15 4.25310 -4.64783 -0.22663
H16 3.77219 -3.70065 1.18284
H17 6.22562 -4.01807 1.15518
H18 6.31632 -3.30148 -0.45500
H19 6.90913 -1.62551 1.26133
H20 5.36818 -1.89311 2.07912
H21 5.24621 0.12939 0.66321
H22 5.72504 -0.81171 -0.75186
H23 3.20444 -1.24900 0.91005
H24 3.04058 0.77591 -0.49442
H25 3.55882 -0.15890 -1.92071

As for the energy above the lowest of the compared OMol25 structures with the same formula, charge and spin: 21.59 kcal per mole. The lowest unoccupied orbital energy is 0.02850 Ha. For the HOMO-LUMO gap, the calculation gives 9.0797 eV. As for the SMILES: COc1cc(Cl)ccc1OCc1cc(C(=O)N2CC[C@@H]3CCCC[C@H]3C2)no1. As for the HOMO energy: -8.30 eV.

Here are the natural (NBO) charges for atoms 1 to 6, given in e: -0.254, -0.489, 0.343, -0.338, -0.026, 0.002



3.
Molecular formula: C5H5NS
Method: DFT, wB97M-V/def2-TZVPD

Geometry (Å):
C1 -2.28040 1.01323 -0.86137
C2 -2.23079 2.20668 -0.98689
C3 1.34430 -1.46622 0.72056
C4 1.54424 -1.05693 -0.58838
C5 0.66797 -0.43130 1.36015
N1 0.26760 0.58778 0.70948
S1 0.81059 0.45442 -0.82434
H1 -2.34611 -0.03672 -0.77136
H2 1.72663 -2.41063 1.23838
H3 2.10252 -1.62169 -1.34286
H4 0.44053 -0.46007 2.40978
H5 -2.04706 3.22144 -1.06314

As for the energy above the lowest of the compared OMol25 structures with the same formula, charge and spin: 58.22 kcal per mole. The lowest unoccupied orbital energy is 0.03175 Ha. For the HOMO-LUMO gap, the calculation gives 10.3430 eV. As for the HOMO energy: -9.48 eV.

Here are the natural (NBO) charges for atoms 1 to 6, given in e: -0.225, -0.234, -0.320, -0.440, 0.001, -0.591



4.
Molecular formula: C5H9BrNO
Method: DFT, wB97M-V/def2-TZVPD

Geometry (Å):
C1 0.66581 0.31914 0.73489
C2 0.20985 0.89388 -0.69499
C3 0.74831 1.30370 1.80244
C4 -0.39300 -0.61269 1.38402
C5 0.43227 -0.06336 -1.95939
N1 0.90815 2.12746 -0.60986
O1 1.37980 2.65945 -1.58346
Br1 2.01338 1.31612 3.14792
H1 1.48462 -0.38380 0.51007
H2 -0.88822 1.24613 -0.69185
H3 -0.18103 1.81140 2.04045
H4 -0.17816 -1.67499 1.13862
H5 -1.33981 -0.40062 1.01881
H6 -0.30813 -0.43635 2.45159
H7 0.19123 0.61221 -2.80436
H8 -0.26173 -0.87424 -1.70818
H9 1.48621 -0.21619 -1.95465

As for the multiplicity: 3. The lowest unoccupied orbital energy (alpha / beta) is -0.28911 / -0.31910 Ha. For the HOMO-LUMO gap (alpha / beta), the calculation gives 3.8370 / 5.5019 eV. As for the HOMO energy (alpha / beta): -11.70 / -14.19 eV. As for the net charge: +1.

Here are the natural (NBO) charges for atoms 1 to 6, given in e: -0.330, -0.146, -0.307, -0.585, -0.577, 0.442



Number 1: E -1035.02236 Eh. Number 2: E -1685.85562 Eh. Number 3: E -646.36004 Eh. Number 4: E -2899.40566 Eh.